2 unconnected molecules or ions with the total composition C5H14 in a non-equilibrium geometry, computed with ωB97M-V/def2-TZVPD.

Properties
ΔE to the lowest compared entry with this formula, charge and spin	33.5	kcal/mol
⟨S²⟩	0.7524
2S+1	2
HOMO level (alpha / beta)	-15.18 / -15.14	eV
net charge	+1
LUMO energy (alpha / beta)	-3.176 / -11.105	eV

Element x y z (Å)
C (-2.05786, -0.48074, 1.34356)
C (-0.97439, 0.32566, 2.12306)
H (-2.43658, 0.18394, 0.49347)
H (-1.64443, -1.49063, 0.91097)
H (-2.85916, -0.79802, 2.06785)
H (0.07048, -0.16569, 2.13236)
H (-0.82101, 1.33382, 1.66616)
H (-1.29971, 0.65144, 3.08591)
C (1.20232, -0.42595, -1.35444)
C (2.01647, 0.19984, -0.34021)
C (-0.07974, 0.28840, -1.86660)
H (1.80568, -0.43794, -2.31266)
H (0.85505, -1.39136, -1.32409)
H (1.36072, 0.57589, 0.48286)
H (-0.04741, 1.38213, -1.46679)
H (-0.09438, 0.19559, -2.96973)
H (-0.96208, -0.13134, -1.46941)
H (2.87028, -0.34686, 0.01902)
H (2.56177, 0.99579, -0.74808)